# 1
Here is a 2-piece molecular cluster, C16H17N overall from the Open Molecules 2025 dataset. Energies are from wB97M-V/def2-TZVPD.

Each line ends with the natural charge from an NBO analysis.
Cartesian coordinates (Å):
C -1.6566 -0.7751 -2.2244  -0.623
C -2.2981 -0.2323 0.1941  -0.041
C -1.7194 -1.0251 -0.7256  -0.069
C -1.2940 -1.8126 1.3975  0.205
C -1.0871 -2.0895 0.0233  -0.122
C -0.7994 -2.6436 2.4053  -0.264
C -0.3425 -3.2408 -0.3193  -0.178
C -0.0822 -3.7469 2.0551  -0.217
C 0.1488 -4.0697 0.7038  -0.242
N -2.0492 -0.6751 1.4588  -0.550
H -2.8284 0.6503 -0.0687  0.208
H -2.2088 -0.1407 2.3062  0.410
H -0.6291 -0.8096 -2.5156  0.218
H -1.9774 0.2481 -2.3723  0.210
H -1.0230 -2.4252 3.4569  0.209
H -0.1643 -3.4553 -1.3706  0.211
H 0.2774 -4.3822 2.8295  0.210
H 0.7745 -4.9525 0.5219  0.213
H -2.2351 -1.4102 -2.8612  0.216
C 0.7819 3.5330 -2.1655  -0.626
C 0.2624 2.1636 -0.1191  -0.231
C 1.1914 2.7722 -0.9394  -0.001
C 0.6586 1.5068 1.0692  -0.183
C 2.0072 1.4723 1.4259  -0.229
C 2.5798 2.7348 -0.6068  -0.219
C 2.9711 2.0900 0.5865  -0.196
H -0.7954 2.2180 -0.3468  0.205
H -0.1148 1.0784 1.6861  0.204
H -0.2902 3.4889 -2.2696  0.210
H 1.2069 3.0979 -3.0039  0.216
H 2.3280 0.9926 2.3083  0.210
H 3.2781 3.2278 -1.2453  0.209
H 4.0029 1.9989 0.8511  0.209
H 1.1259 4.6130 -2.1256  0.216

Output
energy relative to the best compared isomer or geometry (same formula, charge and spin)	9.5	kcal per mole
orbital gap	8.724	eV
SMILES string	Cc1c[nH]c2ccccc12.Cc1ccccc1


# 2
Here is a 2-piece molecular cluster, ClIO2S overall from the Open Molecules 2025 dataset. Energies are from wB97M-V/def2-TZVPD.

Each line ends with the natural charge from an NBO analysis.
Cartesian coordinates (Å):
O -0.9377 -0.7429 0.5399  -0.833
O 1.4179 -0.1303 0.4649  -0.839
S 0.0807 0.2184 0.8498  1.639
Cl -1.3544 0.9651 -2.9278  -0.229
I -0.1464 2.4392 -1.6616  0.262

Output
energy relative to the best compared isomer or geometry (same formula, charge and spin)	0.7	kcal per mole
orbital gap	8.592	eV


# 3
Here is C6H13N3O as an isolated structure from the Open Molecules 2025 dataset. Energies are from wB97M-V/def2-TZVPD.

Each line ends with the natural charge from an NBO analysis.
Cartesian coordinates (Å):
C 0.1129 -0.2426 2.1222  -0.437
C -2.4688 0.0383 -0.0630  -0.667
C 1.8263 -0.4403 -1.4749  -0.698
N 0.0730 -0.6619 0.7201  -0.237
C -0.1603 1.1078 -0.8197  0.082
C -1.0492 0.3603 -0.2539  0.097
C 1.2786 0.3315 -0.2841  0.590
N 0.3449 -2.0371 0.4835  -0.659
N -0.0028 2.2599 -1.5268  -0.806
O 2.0371 1.0707 0.3607  -0.738
H -0.5054 -2.4868 0.1522  0.351
H 0.6479 -2.5254 1.3256  0.356
H 0.8848 2.7114 -1.3223  0.406
H -0.8086 2.8678 -1.5735  0.377
H 0.3896 0.8072 2.2058  0.247
H -0.8704 -0.3531 2.5859  0.188
H 0.8532 -0.7920 2.7128  0.203
H -3.0823 0.6875 -0.6964  0.237
H -2.6809 -1.0008 -0.3351  0.216
H -2.7747 0.1849 0.9779  0.216
H 1.0644 -0.8408 -2.1418  0.211
H 2.4701 0.2325 -2.0439  0.232
H 2.4205 -1.2787 -1.1113  0.230

Output
energy relative to the best compared isomer or geometry (same formula, charge and spin)	120.6	kcal per mole
orbital gap	8.608	eV


# 4
Here is a 2-piece molecular cluster, C3H5N3OS overall from the Open Molecules 2025 dataset. Energies are from wB97M-V/def2-TZVPD.

Each line ends with the natural charge from an NBO analysis.
Cartesian coordinates (Å):
C 0.2280 -1.6082 0.5259  -0.130
C -0.4816 -1.1679 -0.7004  0.179
C -1.1653 2.0279 -0.3050  -0.061
H 2.5890 0.2297 1.0348  0.346
H 0.9612 0.8835 0.8314  0.375
H 0.0917 -2.6392 0.8749  0.227
H -2.1979 1.8439 -0.9277  0.200
H -1.1077 3.0321 0.1886  0.217
N 1.8430 -0.1001 0.3598  -0.690
N 1.4144 -1.2890 0.9659  -0.162
N -0.4100 1.0252 -0.1108  -0.141
O -0.7839 0.0678 -0.9457  -0.332
S -0.9809 -2.3059 -1.7916  -0.029

Output
energy relative to the best compared isomer or geometry (same formula, charge and spin)	168.0	kcal per mole
orbital gap	8.129	eV


# 5
Here is C33H48N3OSiV as an isolated structure from the Open Molecules 2025 dataset. Energies are from wB97M-V/def2-TZVPD.

Each line ends with the natural charge from an NBO analysis.
Cartesian coordinates (Å):
V 0.6760 0.5456 0.1567  1.316
C 3.8415 -1.5705 -1.8348  -0.664
C 2.7778 -0.6162 -1.4254  0.175
N 2.1278 -0.6873 -0.2575  -0.477
N 2.5123 -1.6550 0.6925  -0.418
C 1.8734 -1.3560 1.7798  0.520
O 1.0230 -0.3813 1.8598  -0.809
C 2.2479 -2.0813 3.0337  -0.014
C 2.9071 -3.3029 2.9840  -0.192
C 3.2596 -3.9551 4.1584  -0.225
C 2.9559 -3.3871 5.3911  -0.231
C 2.2968 -2.1679 5.4412  -0.207
C 1.9389 -1.5186 4.2614  -0.212
C 2.3773 0.4958 -2.2130  0.134
C 2.8906 0.7545 -3.4996  -0.250
C 2.5233 1.8940 -4.1630  -0.173
C 1.6200 2.7778 -3.5651  -0.322
C 1.1012 2.4348 -2.3382  0.084
N 1.4347 1.3312 -1.6524  -0.591
H 4.2286 -2.0820 -0.9566  0.252
H 4.6618 -1.0598 -2.3438  0.208
H 3.4437 -2.3318 -2.5175  0.221
H 3.1385 -3.7297 2.0167  0.229
H 3.7687 -4.9101 4.1104  0.202
H 3.2307 -3.8961 6.3071  0.201
H 2.0544 -1.7179 6.3968  0.203
H 1.4200 -0.5684 4.2828  0.232
H 3.5741 0.0443 -3.9458  0.213
H 2.9205 2.0973 -5.1513  0.204
H 1.2946 3.6870 -4.0527  0.213
H 0.3416 3.0361 -1.8702  0.224
C -1.7311 2.3802 1.0596  -0.054
C -0.8298 1.8320 1.9861  -0.116
C 0.4617 2.3808 1.7094  -0.258
C 0.3069 3.3228 0.6491  -0.064
C -1.0293 3.3127 0.2344  -0.123
C -1.6568 4.1712 -0.8333  -0.634
C 1.3875 4.2865 0.2477  -0.628
C 1.6474 2.3665 2.6512  -0.602
C -1.2037 1.0396 3.2025  -0.621
C -3.2306 2.2414 1.1007  -0.636
H -2.1840 3.5904 -1.5972  0.206
H -0.9099 4.7760 -1.3555  0.200
H -2.3880 4.8786 -0.4240  0.201
H 2.3457 3.7898 0.0671  0.208
H 1.5623 5.0318 1.0322  0.203
H 1.1380 4.8415 -0.6591  0.202
H 2.4310 1.6447 2.4089  0.205
H 1.3279 2.1296 3.6707  0.208
H 2.1192 3.3533 2.6851  0.199
H -0.4872 0.2476 3.4073  0.233
H -2.1799 0.5619 3.0871  0.206
H -1.2626 1.6774 4.0938  0.192
H -3.7107 3.1580 0.7423  0.203
H -3.5792 2.0827 2.1246  0.205
H -3.6369 1.4289 0.5020  0.212
C 0.1091 -2.2451 -2.1250  -1.154
Si -0.9722 -1.0461 -1.1168  1.121
C -2.1545 -0.3417 -2.4937  -0.504
C -1.3184 0.5584 -3.4070  -0.594
C -3.2745 0.5550 -1.9616  -0.603
C -2.7859 -1.4281 -3.3687  -0.604
C -1.9457 -2.2817 0.0382  -0.502
C -2.2393 -3.6406 -0.6102  -0.604
C -3.2655 -1.7107 0.5695  -0.599
C -1.0670 -2.5742 1.2618  -0.600
H -0.4972 -3.0049 -2.6265  0.209
H 0.8273 -2.7562 -1.4722  0.232
H 0.6849 -1.7136 -2.8928  0.219
H -1.0704 1.4918 -2.9057  0.209
H -1.9063 0.8173 -4.3022  0.186
H -0.3828 0.0981 -3.7451  0.206
H -2.8786 1.3148 -1.2879  0.218
H -4.0551 0.0081 -1.4333  0.201
H -3.7577 1.0798 -2.8008  0.183
H -2.0380 -1.9952 -3.9291  0.203
H -3.4564 -0.9538 -4.1011  0.186
H -3.3867 -2.1388 -2.8003  0.197
H -2.7852 -3.5738 -1.5515  0.195
H -2.8496 -4.2454 0.0798  0.187
H -1.3213 -4.2013 -0.8052  0.205
H -4.0494 -1.6971 -0.1907  0.194
H -3.1547 -0.6938 0.9591  0.212
H -3.6310 -2.3367 1.3971  0.187
H -0.0830 -2.9667 0.9790  0.206
H -1.5601 -3.3362 1.8859  0.184
H -0.9052 -1.6902 1.8783  0.229

Output
total charge	-1
spin multiplicity	4
orbital gap (alpha / beta)	5.936 / 6.537	eV


# 6
Here is a 14-piece molecular cluster, C5H34O14 overall from the Open Molecules 2025 dataset. Energies are from wB97M-V/def2-TZVPD.

Each line ends with the natural charge from an NBO analysis.
Cartesian coordinates (Å):
C -1.1714 -0.2999 1.1062  -0.293
C -2.1883 -0.2580 1.9598  -0.691
C 2.0319 -1.0343 3.1036  -0.073
O 3.0054 -1.0316 2.0240  -0.771
C 0.6053 -0.9634 2.6085  -0.403
C 0.2704 -0.4255 1.4698  -0.317
H -1.1923 -0.3101 -0.0939  0.147
H -2.2456 -0.2616 3.0494  0.184
H -3.2130 -0.3549 1.5767  0.148
H 2.1746 -2.0026 3.5731  0.153
H 2.3290 -0.2196 3.7976  0.161
H 2.6797 -1.6410 1.4095  0.496
H -0.1736 -1.3888 3.2384  0.182
H 1.0582 -0.1118 0.7030  0.185
H -0.2835 0.8676 -2.6905  0.489
H -1.2223 -0.2978 -2.3439  0.497
O -1.1647 0.6196 -2.4978  -0.993
H -0.9608 -2.3847 -0.8210  0.485
H -1.8683 -3.0685 0.1395  0.507
O -0.9791 -3.1221 -0.2102  -1.005
H 1.2144 3.0566 -2.8129  0.476
H 1.7495 3.9976 -1.9038  0.468
O 0.9686 3.5130 -2.0499  -0.927
H -0.8693 3.9722 2.2280  0.471
H -1.2255 3.2443 0.9376  0.494
O -0.5905 3.7543 1.3073  -0.964
H 3.0357 -1.9519 -1.0440  0.482
H 2.8467 -0.4441 -1.1344  0.513
O 2.5525 -1.2519 -1.5995  -1.007
H -0.0016 -2.6730 -2.1356  0.499
H 0.7667 -1.4104 -1.4748  0.530
O 0.0649 -1.6874 -2.0630  -1.016
H -3.6412 0.3393 -1.4682  0.482
H -4.3635 0.9405 -0.3573  0.499
O -4.4146 0.1299 -0.9376  -0.962
H 2.3078 0.6378 -3.2734  0.489
H 0.9778 -0.1284 -3.5233  0.505
O 1.4135 0.7256 -3.4778  -0.983
H 3.2319 0.0397 0.8799  0.503
H 2.8317 1.5503 0.3336  0.506
O 3.3254 0.7441 0.1237  -1.067
H 0.4403 -2.8758 0.8606  0.540
H 1.6669 -3.8023 1.1250  0.461
O 1.4763 -2.8410 0.8587  -1.028
H -3.9240 -1.4922 -0.2405  0.493
H -3.6772 -2.0941 1.0668  0.465
O -3.5230 -2.2441 0.1194  -0.996
H 1.0803 2.9651 0.9572  0.496
H 1.4471 2.9355 -0.4238  0.471
O 1.7963 3.0126 0.4000  -0.967
H -2.1295 3.0227 -1.1766  0.474
H -1.9090 1.5889 -0.7478  0.513
O -2.4168 2.4156 -0.4556  -0.996

Output
total charge	-1
spin multiplicity	2
energy relative to the best compared isomer or geometry (same formula, charge and spin)	0.0	kcal per mole
orbital gap (alpha / beta)	2.722 / 6.576	eV


One value per record, in order, for molecular weight: 223.32, 226.42, 143.19, 131.16, 581.80, 318.31 g mol⁻¹.